No. 1
Density functional theory data (ωB97M-V/def2-TZVPD) for a structure of composition C29H40F6INO10S in a non-equilibrium geometry.

Its spin multiplicity is 1. The value obtained for the orbital gap is 7.380 eV. The value obtained for the LUMO energy is -0.72 eV.

Last column: Mulliken charge in e.
Element x y z (Å)
C1 4.879 -1.874 2.417  -0.961
C2 3.721 -2.693 2.913  0.712
O1 3.882 -3.609 3.670  -0.566
O2 2.472 -2.336 2.501  -0.241
C3 2.183 -2.714 1.145  0.392
C4 1.567 -4.111 1.055  -0.916
C5 0.864 -4.275 -0.309  -0.740
C6 -0.596 -4.756 -0.235  -0.820
C7 -1.457 -4.002 0.807  -0.955
C8 -2.650 -3.325 0.190  -0.570
C9 -3.793 -4.046 -0.102  -0.495
C10 -4.898 -3.421 -0.652  -0.932
C11 -4.872 -2.080 -0.942  -0.663
C12 -3.732 -1.334 -0.688  -0.125
C13 -2.642 -1.971 -0.127  1.083
S1 -1.155 -1.059 0.176  0.489
C14 -1.787 0.588 0.349  1.537
C15 -1.059 1.524 1.087  0.003
C16 0.222 1.149 1.751  -0.389
O3 0.286 0.259 2.557  -0.532
C17 1.533 1.944 1.462  0.767
F1 1.330 3.206 1.976  -0.339
F2 2.551 1.392 2.136  -0.221
C18 1.917 2.156 -0.024  0.494
F3 2.893 3.107 -0.041  -0.327
F4 0.870 2.627 -0.734  -0.274
C19 2.493 0.928 -0.761  1.009
F5 1.542 -0.029 -0.860  -0.111
F6 3.555 0.417 -0.106  -0.296
C20 2.968 1.328 -2.191  -0.134
O4 4.043 1.796 -2.397  -0.490
O5 2.065 1.072 -3.160  -0.402
C21 -1.545 2.813 1.192  -0.342
C22 -2.747 3.147 0.604  -1.297
C23 -3.460 2.220 -0.119  -0.573
C24 -2.982 0.924 -0.259  -0.205
N1 -3.758 0.041 -1.057  -0.694
I1 -3.281 0.243 -3.079  0.124
H1 4.584 -0.918 1.991  0.186
H2 5.575 -1.695 3.229  0.372
H3 5.419 -2.437 1.658  0.309
H4 1.465 -1.992 0.762  -0.508
H5 3.098 -2.656 0.552  0.449
H6 2.383 -4.829 1.105  0.423
H7 0.906 -4.257 1.903  0.461
H8 1.420 -5.018 -0.881  0.499
H9 0.904 -3.359 -0.900  0.277
H10 -0.634 -5.835 -0.097  0.403
H11 -1.042 -4.565 -1.212  0.463
H12 -1.855 -4.730 1.514  0.560
H13 -0.870 -3.302 1.394  0.711
H14 -3.816 -5.106 0.109  0.484
H15 -5.777 -4.015 -0.855  0.383
H16 -5.735 -1.603 -1.384  0.505
H17 2.490 0.572 -3.884  0.455
H18 -1.014 3.583 1.733  0.582
H19 -3.134 4.152 0.679  0.432
H20 -4.383 2.519 -0.586  0.644
C25 4.710 0.622 -5.284  -0.595
O6 3.446 0.031 -5.593  -0.542
H21 5.000 0.250 -4.306  0.225
H22 5.476 0.344 -6.011  0.342
H23 4.629 1.710 -5.230  0.282
H24 3.164 0.356 -6.454  0.276
C26 1.995 3.747 5.433  -0.263
O7 2.212 4.536 4.268  -0.550
H25 1.771 4.428 6.251  0.276
H26 1.149 3.068 5.299  -0.012
H27 2.888 3.170 5.690  0.252
H28 2.409 3.935 3.545  0.315
C27 -1.261 1.035 6.048  -0.711
O8 -1.093 1.837 4.886  -0.511
H29 -1.494 1.702 6.875  0.254
H30 -2.084 0.327 5.923  0.292
H31 -0.345 0.486 6.285  0.269
H32 -0.886 1.249 4.154  0.295
C28 1.322 1.080 -9.384  -0.531
O9 2.557 1.062 -8.669  -0.503
H33 1.191 0.099 -9.831  0.215
H34 0.482 1.280 -8.715  0.255
H35 1.342 1.831 -10.176  0.254
H36 2.677 1.933 -8.280  0.297
C29 -7.248 3.695 1.018  -0.610
O10 -6.375 2.601 0.749  -0.376
H37 -6.934 4.524 0.389  0.222
H38 -8.283 3.442 0.778  0.260
H39 -7.184 4.001 2.065  0.280
H40 -6.647 1.864 1.303  0.250

***

No. 2
Density functional theory data (ωB97M-V/def2-TZVPD) for the molecule C3H4O2.

Its structure (SMILES) is CC(=O)C=O. The calculation puts the relative energy (zero: lowest compared OMol25 entry of this formula, charge and spin) at 67.80 kJ/mol. Its spin multiplicity is 1. The value obtained for the orbital gap is 9.469 eV. The value obtained for the LUMO energy is -0.52 eV.

Last column: natural (NBO) charge in e.
Element x y z (Å)
C1 1.116 -0.311 0.237  -0.724
C2 -0.131 0.523 0.225  0.477
O1 -0.196 1.609 0.758  -0.490
C3 -1.388 0.012 -0.479  0.343
O2 -1.478 -1.095 -0.951  -0.472
H1 1.803 0.223 0.890  0.241
H2 1.549 -0.387 -0.768  0.246
H3 0.930 -1.334 0.584  0.247
H4 -2.205 0.760 -0.496  0.132

***

No. 3
Density functional theory data (ωB97M-V/def2-TZVPD) for the molecule C11H17N3O in a non-equilibrium geometry.

The calculation puts the relative energy (zero: lowest compared OMol25 entry of this formula, charge and spin) at 618.28 kJ/mol. Its spin multiplicity is 1. The value obtained for the orbital gap (spin up / spin down) is 6.565 / 6.569 eV. The value obtained for the LUMO energy (spin up / spin down) is 0.18 / 0.18 eV.

Last column: natural (NBO) charge in e.
Element x y z (Å)
C1 2.317 -0.826 -1.394  -0.111
C2 1.284 -1.622 -1.554  -0.272
C3 -1.848 1.008 -0.767  0.240
C4 -1.966 0.352 0.379  0.260
C5 2.397 0.273 -0.433  -0.273
C6 1.537 -0.135 0.769  -0.015
C7 0.092 -1.391 -0.742  0.246
C8 1.904 1.552 -1.095  -0.585
C9 1.393 0.970 1.870  -0.603
C10 -1.247 -2.028 -1.120  -0.675
C11 -3.371 0.040 2.286  -0.276
N1 -0.841 -0.149 1.026  -0.495
N2 -1.524 1.341 -1.917  -0.649
N3 0.154 -0.519 0.262  -0.080
O1 -3.240 0.154 0.865  -0.523
H1 3.122 -0.872 -2.095  0.205
H2 1.380 -2.459 -2.243  0.230
H3 3.360 0.455 -0.180  0.218
H4 2.076 -0.978 1.184  0.210
H5 2.290 1.777 -2.033  0.213
H6 2.212 2.221 -0.397  0.203
H7 0.905 1.503 -1.121  0.213
H8 1.073 0.522 2.762  0.228
H9 0.728 1.712 1.688  0.226
H10 2.377 1.428 1.892  0.198
H11 -1.388 -1.882 -2.155  0.239
H12 -2.120 -1.567 -0.523  0.259
H13 -1.289 -3.127 -1.041  0.233
H14 -2.337 -0.288 2.700  0.220
H15 -4.203 -0.811 2.382  0.187
H16 -3.794 0.996 2.751  0.180
H17 -1.434 2.353 -2.007  0.347

***

No. 4
Density functional theory data (ωB97M-V/def2-TZVPD) for a cluster of 2 separate species, C4H9NO in total in a non-equilibrium geometry.

Its structure (SMILES) is C=CO.C=NC. The calculation puts the relative energy (zero: lowest compared OMol25 entry of this formula, charge and spin) at 315.37 kJ/mol. Its spin multiplicity is 1. The value obtained for the orbital gap is 10.188 eV. The value obtained for the LUMO energy is 0.90 eV.

Last column: natural (NBO) charge in e.
Element x y z (Å)
C1 -3.944 1.070 -3.130  -0.448
C2 -4.741 -0.107 -1.284  -0.073
N1 -4.316 0.992 -1.747  -0.386
H1 -3.968 0.054 -3.583  0.164
H2 -2.850 1.200 -3.111  0.212
H3 -4.386 1.876 -3.701  0.213
H4 -4.631 -0.245 -0.215  0.180
H5 -5.041 -0.904 -1.959  0.139
C3 5.510 -0.016 3.242  -0.500
C4 4.517 -0.508 2.531  0.140
O1 4.658 -1.540 1.630  -0.706
H6 5.301 0.792 3.932  0.207
H7 6.551 -0.304 3.241  0.215
H8 3.463 -0.247 2.541  0.165
H9 3.877 -2.113 1.613  0.479

***

No. 5
Density functional theory data (ωB97M-V/def2-TZVPD) for the molecule C4H11NO2.

Its structure (SMILES) is C[C@@H](O)C[C@H](N)O. The calculation puts the relative energy (zero: lowest compared OMol25 entry of this formula, charge and spin) at 73.57 kJ/mol. Its spin multiplicity is 1. The value obtained for the orbital gap is 10.240 eV. The value obtained for the LUMO energy is 0.89 eV.

Last column: natural (NBO) charge in e.
Element x y z (Å)
C1 -1.370 0.041 0.557  0.252
C2 0.841 0.513 -0.717  0.101
C3 -0.218 1.030 0.283  -0.466
C4 2.051 -0.099 -0.011  -0.620
N1 -1.004 -1.323 0.857  -0.867
O1 -2.196 0.037 -0.589  -0.744
O2 0.322 -0.455 -1.605  -0.743
H1 -2.795 -0.714 -0.508  0.486
H2 -0.599 -0.219 -1.793  0.492
H3 -1.949 0.419 1.419  0.152
H4 1.198 1.376 -1.306  0.159
H5 -0.419 -1.687 0.108  0.381
H6 -0.492 -1.380 1.728  0.361
H7 -0.685 1.934 -0.110  0.220
H8 0.267 1.280 1.227  0.211
H9 2.569 0.659 0.570  0.208
H10 1.750 -0.910 0.648  0.198
H11 2.730 -0.501 -0.758  0.220

***

No. 6
Density functional theory data (ωB97M-V/def2-TZVPD) for the ion C5H13N2O with charge -1 in a non-equilibrium geometry.

Its structure (SMILES) is C[C@H](C[O-])NCCN. The calculation puts the relative energy (zero: lowest compared OMol25 entry of this formula, charge and spin) at 115.22 kJ/mol. Its spin multiplicity is 1. The value obtained for the orbital gap is 5.982 eV. Its net charge is -1. The value obtained for the LUMO energy is 3.67 eV.

Last column: natural (NBO) charge in e.
Element x y z (Å)
N1 -2.774 1.355 -0.839  -0.847
C1 -1.371 1.572 -0.447  -0.218
C2 -0.890 0.644 0.646  -0.231
N2 0.557 0.614 0.745  -0.657
C3 0.445 -1.379 -0.840  -0.629
C4 1.293 -0.346 -0.108  -0.085
C5 2.414 -1.084 0.758  -0.002
O1 2.485 -2.418 0.574  -0.951
H1 -2.940 0.384 -1.084  0.347
H2 -3.395 1.591 -0.074  0.339
H3 -1.385 2.591 -0.060  0.177
H4 -0.760 1.484 -1.337  0.192
H5 -1.329 -0.361 0.594  0.164
H6 -1.339 0.986 1.591  0.169
H7 0.846 0.464 1.704  0.357
H8 1.138 -1.979 -1.420  0.242
H9 -0.140 -2.069 -0.228  0.203
H10 -0.204 -0.862 -1.562  0.160
H11 1.797 0.222 -0.906  0.144
H12 2.177 -0.829 1.829  0.054
H13 3.375 -0.583 0.464  0.075